This record from the OMol25 dataset describes C53H44BrCl2N6O3P2Sn as an isolated structure. The level of theory is the ωB97M-V functional and the def2-TZVPD basis.

Output
HOMO-LUMO gap = 5.9 eV
Net charge = -1
LUMO = 2.28 eV
E_HOMO = -3.66 eV

Atoms and positions in Å:
Sn  0.48286  -0.36638  2.16905
Br  0.54528  3.47785  2.18481
C  -0.45107  2.70668  3.61773
C  -0.74660  3.47733  4.72731
C  -1.48089  2.86848  5.73496
C  -1.90082  1.55807  5.58529
C  -1.54661  0.87828  4.42995
N  -0.81612  1.45427  3.47248
C  -2.01519  -0.55696  4.18144
O  -3.03738  -0.90786  4.76411
O  -1.30541  -1.22127  3.36361
H  -0.40122  4.49821  4.79783
H  -1.72894  3.42511  6.63005
H  -2.49987  1.04812  6.32504
O  1.31734  2.26104  -1.94388
C  2.33204  1.83677  -2.76109
C  2.74512  2.49530  -3.91121
C  3.81342  1.98145  -4.63431
C  4.46087  0.82590  -4.21361
C  3.99726  0.16540  -3.08322
C  2.91697  0.64570  -2.35289
P  2.21527  -0.17188  -0.84135
C  2.37941  -1.95185  -1.22887
C  2.18464  -2.46472  -2.51151
C  2.17134  -3.83363  -2.73073
C  2.34646  -4.71397  -1.67042
C  2.50716  -4.21466  -0.38514
C  2.50851  -2.84448  -0.16315
C  3.62644  0.15242  0.29909
C  4.74061  -0.66203  0.47663
C  5.71093  -0.33036  1.41300
C  5.58638  0.82311  2.17427
C  4.49212  1.65554  1.98656
C  3.51943  1.31789  1.05758
C  0.55380  3.36466  -2.18150
C  1.10904  4.63212  -2.31078
C  0.27525  5.71510  -2.52826
C  -1.10505  5.53099  -2.62136
C  -1.63791  4.26516  -2.43505
C  -0.82017  3.16245  -2.18513
P  -1.45925  1.44745  -1.85498
C  -2.70639  1.70995  -0.53547
C  -3.50936  0.60498  -0.23564
C  -4.43805  0.65050  0.79052
C  -4.56008  1.79769  1.56346
C  -3.73737  2.88275  1.30687
C  -2.81542  2.83900  0.26750
C  -2.51806  1.32432  -3.37282
C  -1.81493  1.27495  -4.58077
C  -2.47597  1.14414  -5.78926
C  -3.86394  1.05589  -5.81773
C  -4.57191  1.10378  -4.62867
C  -3.90394  1.23122  -3.41377
H  2.23466  3.38338  -4.26146
H  4.13961  2.49845  -5.52838
H  5.30934  0.43914  -4.76271
H  4.47772  -0.75069  -2.76104
H  2.01434  -1.79128  -3.34276
H  2.01189  -4.21369  -3.73264
H  2.34340  -5.78320  -1.84399
H  2.63816  -4.88822  0.45337
H  2.60552  -2.46776  0.85148
H  4.84054  -1.58087  -0.08863
H  6.55486  -0.99203  1.56717
H  6.32469  1.05632  2.93130
H  4.37487  2.54848  2.58844
H  2.64635  1.95335  0.93745
H  2.17930  4.76545  -2.20863
H  0.70291  6.70577  -2.61998
H  -1.75668  6.37039  -2.82665
H  -2.70991  4.11448  -2.49697
H  -3.37921  -0.31455  -0.79708
H  -5.04397  -0.22055  1.00754
H  -5.27771  1.83604  2.37287
H  -3.80292  3.77020  1.92345
H  -2.16832  3.68898  0.10258
H  -0.72949  1.32978  -4.56678
H  -1.90904  1.09844  -6.71113
H  -4.38512  0.94451  -6.76024
H  -5.65362  1.04364  -4.63888
H  -4.47906  1.26558  -2.49736
C  -4.65561  -5.03459  -1.90032
C  -4.49684  -5.03449  -0.38141
C  -5.24447  -3.86049  0.24777
C  -3.02927  -5.04656  0.05798
N  -2.32374  -3.80635  -0.21233
C  -1.96657  -2.83361  0.62941
N  -1.34549  -1.90357  -0.04699
N  -1.32770  -2.32566  -1.33414
N  -1.91206  -3.46680  -1.44644
H  -5.71297  -5.09394  -2.16615
H  -4.14235  -5.88497  -2.35388
H  -4.24197  -4.12657  -2.33931
H  -4.91730  -5.96723  0.00806
H  -4.83920  -2.90966  -0.10699
H  -5.17481  -3.87151  1.33783
H  -6.30092  -3.89016  -0.02358
H  -2.48388  -5.84963  -0.43749
H  -2.96858  -5.20149  1.13490
H  -2.14008  -2.81373  1.69769
Cl  3.64541  -3.28664  3.40045
C  3.97277  -1.79699  4.25967
C  5.12108  -1.74002  5.01794
C  5.44462  -0.59103  5.73244
C  4.55974  0.47979  5.68365
C  3.41273  0.40808  4.92233
Cl  2.34124  1.79117  4.93338
C  3.04750  -0.71324  4.10413
N  2.02657  -0.72995  3.28558
H  5.76854  -2.60747  5.04786
H  6.35387  -0.53708  6.31610
H  4.75663  1.38487  6.24495

Force components x, y, z for each atom (eV/Å):
0.0 0.0 -0.2
-0.1 0.0 0.0
0.0 0.0 -0.1
0.0 0.0 0.0
0.0 0.0 0.0
0.0 0.0 -0.1
-0.1 0.1 0.1
0.0 0.1 0.2
-0.1 0.2 0.1
0.1 -0.1 0.0
0.2 -0.2 -0.1
0.0 0.0 0.0
0.0 0.0 0.0
0.0 0.0 0.0
0.3 0.1 0.2
-0.2 0.1 0.0
0.0 0.1 -0.2
0.0 -0.1 0.1
-0.1 0.1 0.0
0.0 0.0 -0.1
0.2 -0.4 0.1
0.2 0.1 -0.1
0.0 0.1 0.0
0.0 0.0 0.0
0.0 -0.1 0.0
0.0 0.0 0.0
0.0 0.0 0.0
0.0 0.0 0.1
0.0 0.0 -0.1
0.0 0.0 0.0
0.0 0.0 0.0
0.0 0.0 0.0
0.0 0.0 -0.1
0.0 0.0 0.0
0.0 0.0 0.0
0.0 0.1 0.1
-0.2 0.0 0.0
0.2 -0.1 0.0
0.0 0.0 -0.1
-0.3 -0.1 0.1
0.0 0.1 -0.3
0.1 -0.1 0.0
0.0 -0.1 0.0
0.1 0.0 0.0
0.0 0.0 0.0
0.0 0.0 0.0
0.0 0.1 0.0
0.1 0.0 0.0
0.0 -0.1 0.0
0.0 0.0 0.0
0.0 0.0 0.0
0.0 0.0 0.0
-0.1 0.1 0.0
0.0 0.0 0.1
0.0 0.0 0.0
0.0 0.0 0.0
0.0 0.0 0.0
0.1 0.0 0.0
0.0 0.0 0.0
0.0 0.0 0.0
0.0 0.0 0.0
0.1 0.0 0.0
0.0 0.0 0.0
0.0 0.0 0.0
0.0 0.0 0.0
0.0 0.0 0.0
0.1 -0.1 0.0
0.0 -0.1 -0.1
0.0 0.0 0.0
0.0 0.0 0.0
0.0 0.0 0.0
0.0 0.1 0.0
0.0 0.0 0.0
0.0 0.0 0.0
0.0 0.0 0.0
0.0 0.1 0.0
0.0 0.0 0.0
0.0 0.0 0.0
0.0 0.0 0.0
0.0 0.0 0.0
0.0 0.0 0.0
0.0 0.0 0.0
0.0 0.2 0.0
0.0 0.0 0.0
0.0 0.0 -0.1
-0.1 -0.2 -0.1
0.1 0.1 0.3
0.0 0.1 -0.5
-0.2 -0.2 0.2
0.1 0.1 0.1
0.0 0.0 0.0
0.0 0.0 0.0
0.0 0.0 0.0
0.0 0.0 0.0
0.0 0.0 0.0
0.0 0.0 0.0
0.0 0.0 0.0
0.0 0.0 0.0
0.0 0.0 0.0
0.0 0.0 0.0
0.0 0.1 -0.1
0.1 -0.1 0.0
0.0 0.0 0.0
0.0 0.0 0.0
0.0 0.0 0.0
0.1 0.0 0.1
0.0 0.0 0.0
-0.1 0.2 -0.1
-0.1 -0.2 0.3
0.0 0.0 0.0
0.0 0.0 0.0
0.0 0.0 0.0

Mulliken atomic charge list, values in e, 6 entries:
1 Sn 0.952
2 Br -0.062
3 C -0.313
4 C -0.450
5 C -0.533
6 C -0.431

This record from the OMol25 dataset describes a 2-piece molecular cluster, C5H9N2 overall in a non-equilibrium geometry. The level of theory is the ωB97M-V functional and the def2-TZVPD basis.

Output
Spin multiplicity = 3
HOMO-LUMO gap (alpha / beta) = 6.5 / 8.4 eV
Net charge = +1
LUMO (alpha / beta) = -3.37 / -6.43 eV
⟨S²⟩ = 2.02
E_HOMO (alpha / beta) = -9.83 / -14.83 eV

Atoms and positions in Å:
C  -0.64283  1.95418  0.38342
C  -1.40048  1.09427  0.12506
C  2.06429  -0.26928  -0.22728
C  -2.49668  -1.09370  0.54085
C  -2.09975  -0.08180  -0.24575
N  1.03364  -0.49734  -0.95467
N  1.98834  0.50155  0.79718
H  -0.00533  2.67879  0.63485
H  2.92287  -0.83136  -0.64892
H  0.09251  0.04137  -1.04249
H  -3.17797  -1.79491  0.23293
H  -2.14635  -1.31970  1.60275
H  -2.38768  -0.10858  -1.28678
H  0.97822  -1.05449  -1.82655
H  2.82923  0.86812  1.22452
H  1.20072  1.01221  1.20264

Force components x, y, z for each atom (eV/Å):
1.5 2.0 0.6
-4.8 -6.1 -1.6
-0.1 -1.1 -1.8
-0.2 -4.6 6.9
3.0 7.1 -3.7
-4.6 0.1 -3.6
1.8 1.8 2.4
1.8 2.6 0.7
0.2 0.8 1.3
2.0 -0.7 1.6
-1.8 -1.2 -0.9
-0.1 0.6 -1.7
0.1 0.0 -0.3
1.4 0.0 1.1
0.3 -0.6 -0.1
-0.4 -0.8 -1.0

natural (NBO) atomic charge list, values in e, 6 entries:
1 C -0.217
2 C -0.069
3 C 0.388
4 C -0.288
5 C -0.219
6 N -0.732

This record from the OMol25 dataset describes C12H7BrN2O6W as an isolated structure. The level of theory is the ωB97M-V functional and the def2-TZVPD basis.

Output
Spin multiplicity = 3
HOMO-LUMO gap (alpha / beta) = 7.5 / 8.2 eV
Net charge = +2
LUMO (alpha / beta) = -8.67 / -8.85 eV
⟨S²⟩ = 2.01
E_HOMO (alpha / beta) = -16.17 / -17.05 eV

Atoms and positions in Å:
W  -0.48887  -0.67266  -0.37527
O  5.63969  -0.77624  -1.02049
C  4.33146  -0.71684  -0.93992
C  3.51444  -0.06693  -1.89061
C  2.15936  -0.07943  -1.67110
N  1.61811  -0.67719  -0.61290
C  2.37959  -1.28876  0.29773
C  3.74224  -1.34225  0.18462
C  1.54661  -1.88034  1.39607
O  1.86986  -2.47479  2.34890
O  0.17069  -1.60112  1.09650
C  1.10900  0.54431  -2.54207
O  1.21950  1.16535  -3.52613
O  -0.16866  0.25576  -1.95580
H  6.00764  -0.32819  -1.79580
H  3.92407  0.42771  -2.76221
H  4.35663  -1.84031  0.92263
O  -6.62706  -1.43605  0.15451
C  -5.34751  -1.16804  0.09517
C  -4.75240  -0.02838  0.66661
C  -3.40431  0.14033  0.54445
N  -2.60866  -0.74999  -0.10812
C  -3.20525  -1.84162  -0.65166
Br  -2.00325  -3.00108  -1.53598
C  -4.53807  -2.10125  -0.58444
H  -7.14195  -0.77179  0.63535
H  -5.34190  0.70756  1.19612
H  -2.90879  1.00290  0.97162
H  -4.97920  -2.98194  -1.02886

Force components x, y, z for each atom (eV/Å):
-0.1 0.1 0.1
0.0 0.0 0.0
-0.1 0.1 0.0
-0.1 0.0 0.1
0.2 0.0 -0.1
-0.1 0.0 0.0
0.2 -0.1 0.0
-0.1 0.1 -0.1
-0.2 0.0 0.1
0.0 0.0 0.0
0.1 0.2 -0.4
-0.2 0.0 0.0
0.1 0.0 0.0
0.2 -0.2 0.4
0.0 0.0 0.0
0.0 0.0 0.0
0.0 0.0 0.0
0.0 0.0 0.0
0.0 0.0 0.0
0.1 0.0 0.0
-0.1 0.0 0.0
0.3 -0.1 -0.1
-0.2 0.1 0.0
-0.1 -0.1 0.0
0.1 0.0 0.0
0.0 0.0 0.0
0.0 0.0 0.0
0.0 0.0 0.0
0.0 0.0 0.0

natural (NBO) atomic charge list, values in e, 6 entries:
1 W 1.982
2 O -0.575
3 C 0.421
4 C -0.236
5 C 0.119
6 N -0.543

Taking the records one at a time from the top gives ΔE to the lowest compared entry with this formula, charge and spin values of 0.0000, 2.3766, 0.0000 eV.